1.
The following is a DFT calculation (the ωB97M-V functional and the def2-TZVPD basis) of a 2-piece molecular cluster, C12H17N overall.

Output
- M (g/mol) = 175.28
- <S²> = 0.768
- orbital gap (alpha / beta) (eV) = 3.3 / 6.8
- multiplicity = 2
- largest force on an atom (eV Å⁻¹) = 2.755
- DFT total energy (eV) = -14208.330
- energy relative to the best compared isomer or geometry (same formula, charge and spin) (kcal/mol) = 16.2
- net charge = -1
- LUMO energy (alpha / beta) (eV) = 3.86 / 3.69

Structure (XYZ):
```
30
Properties=species:S:1:pos:R:3:forces:R:3:lowdin_charge:R:1
C -2.691 1.552 0.107 -0.768 -0.147 -0.801 -0.08
C -0.185 -0.670 1.626 1.349 -1.524 -0.642 -0.27
C -0.553 0.550 1.049 -0.326 -0.096 0.118 -0.18
C -1.968 0.487 0.829 0.296 -0.574 0.479 -0.29
C -2.390 -0.778 1.174 0.086 -0.571 0.712 -0.12
C 1.152 -1.193 1.617 -1.479 1.486 0.544 -0.10
C 2.104 -0.204 1.277 1.185 0.482 -1.148 -0.21
C 0.471 1.420 0.535 -0.478 1.017 -0.311 -0.12
C 1.793 1.042 0.652 0.497 -1.940 1.892 -0.21
N -1.297 -1.441 1.813 -1.259 0.861 -0.596 0.03
H -1.250 -2.439 1.852 0.145 -0.135 -0.009 0.11
H 1.338 -2.207 1.945 0.302 0.094 0.042 0.06
H -3.355 -1.276 1.147 0.116 0.419 0.142 0.07
H 3.143 -0.517 1.204 0.105 0.087 0.199 0.06
H 0.229 2.383 0.096 -0.163 -0.039 -0.024 0.07
H -2.675 1.233 -0.944 0.560 0.804 -0.287 0.07
H -2.213 2.507 0.323 -0.033 0.064 -0.551 0.07
H 2.649 1.631 0.343 -0.232 0.249 -0.175 0.08
H -3.778 1.680 0.221 0.214 -0.271 0.843 0.06
C 0.580 -0.543 -2.975 0.546 1.385 -0.641 -0.31
C 1.440 -1.053 -1.831 -0.783 -0.723 0.275 -0.14
C 1.231 0.791 -3.480 -0.660 -1.717 -0.284 -0.13
H 0.347 -1.242 -3.804 0.495 0.175 0.362 0.09
H -0.388 -0.183 -2.627 -0.201 -0.508 0.511 0.08
H 2.515 -1.136 -2.006 0.036 0.361 -0.496 0.07
H 0.486 1.292 -4.097 0.320 0.410 -0.166 0.05
H 1.451 1.345 -2.578 0.197 0.463 -0.012 0.05
H 2.133 0.533 -4.045 -0.013 0.449 0.044 0.06
H 1.294 -0.381 -0.970 0.096 -0.612 -0.422 0.03
H 1.143 -2.071 -1.573 -0.151 0.050 0.400 0.06
```
Positions in Å, forces in eV/Å.

2.
The following is a DFT calculation (the ωB97M-V functional and the def2-TZVPD basis) of a 2-piece molecular cluster, C4H7NO overall.

Output
- M (g/mol) = 85.11
- orbital gap (alpha / beta) (eV) = 8.3 / 8.1
- largest force on an atom (eV Å⁻¹) = 1.093
- DFT total energy (eV) = -7794.807
- energy relative to the best compared isomer or geometry (same formula, charge and spin) (kcal/mol) = 111.5
- net charge = 0
- LUMO energy (alpha / beta) (eV) = 0.69 / 0.63

Structure (XYZ):
```
13
Properties=species:S:1:pos:R:3:forces:R:3:lowdin_charge:R:1
C -0.775 -1.322 0.430 -0.056 -0.134 0.076 -0.07
C -0.471 1.055 -1.408 -0.055 -0.159 -0.738 -0.07
O -0.063 1.437 -0.230 -0.759 0.407 0.398 -0.18
C 1.115 1.336 0.294 0.946 0.215 0.245 -0.07
C 0.615 -1.377 -0.019 0.828 -0.606 -0.375 -0.31
N 1.695 -1.545 -0.399 -1.016 0.141 0.348 0.15
H -1.008 -0.391 0.953 0.189 -0.182 -0.082 0.08
H -1.434 -1.407 -0.436 0.056 -0.072 0.150 0.09
H -0.931 -2.164 1.103 -0.123 0.012 0.002 0.09
H -1.515 1.234 -1.609 0.155 0.017 0.005 0.07
H 0.210 0.512 -2.054 -0.049 0.188 -0.001 0.08
H 1.179 1.575 1.343 -0.014 0.141 -0.107 0.08
H 1.945 0.987 -0.306 -0.101 0.031 0.079 0.07
```
Positions in Å, forces in eV/Å.

3.
The following is a DFT calculation (the ωB97M-V functional and the def2-TZVPD basis) of a 2-piece molecular cluster, CH5FN2 overall.

Output
- M (g/mol) = 64.06
- orbital gap (alpha / beta) (eV) = 9.2 / 8.6
- largest force on an atom (eV Å⁻¹) = 1.546
- DFT total energy (eV) = -6811.527
- energy relative to the best compared isomer or geometry (same formula, charge and spin) (kcal/mol) = 89.9
- net charge = 0
- LUMO energy (alpha / beta) (eV) = 1.12 / 1.03

Structure (XYZ):
```
9
Properties=species:S:1:pos:R:3:forces:R:3:lowdin_charge:R:1
C 0.721 -1.417 -0.118 -0.110 0.423 -0.262 -0.06
N -0.968 1.417 0.014 -0.091 0.538 -0.567 -0.08
N -0.477 0.628 0.946 0.202 -1.294 0.821 -0.06
F 0.844 -0.835 -1.337 -0.041 0.018 0.012 -0.10
H 1.679 -1.552 0.360 0.026 -0.001 0.173 0.05
H -0.031 -2.192 -0.110 -0.083 0.010 0.139 0.05
H -0.384 1.966 -0.608 -0.068 -0.237 0.045 0.09
H -1.857 1.103 -0.350 0.197 0.161 -0.057 0.09
H 0.473 0.882 1.203 -0.031 0.381 -0.305 0.03
```
Positions in Å, forces in eV/Å.

4.
The following is a DFT calculation (the ωB97M-V functional and the def2-TZVPD basis) of C32H50N5O6PdSbSi3 as an isolated structure.

Output
- M (g/mol) = 913.22
- orbital gap (eV) = 5.5
- largest force on an atom (eV Å⁻¹) = 0.503
- DFT total energy (eV) = -87386.694
- energy relative to the best compared isomer or geometry (same formula, charge and spin) (kcal/mol) = 9.5
- net charge = -2
- LUMO energy (eV) = 4.05

Structure (XYZ):
```
98
Properties=species:S:1:pos:R:3:forces:R:3:lowdin_charge:R:1
Pd 0.517 0.599 0.986 0.241 0.369 0.229 0.47
O 4.435 -1.712 5.337 -0.482 -0.097 -0.106 0.08
C 5.142 -1.226 4.342 0.002 -0.026 -0.074 -0.53
O 6.359 -1.179 4.372 -0.034 0.021 0.020 0.04
C 4.396 -0.742 3.148 -0.008 0.027 0.014 -0.06
C 5.024 -0.293 2.005 0.050 -0.066 0.024 -0.02
N 4.058 0.051 1.141 0.032 -0.044 0.012 0.03
N 2.838 -0.148 1.637 -0.080 -0.042 0.026 0.08
C 3.008 -0.623 2.856 -0.008 -0.063 -0.026 -0.16
C 1.766 -0.951 3.660 -0.013 -0.037 0.081 -0.61
O 1.964 -1.469 4.797 0.239 -0.118 -0.016 -0.01
O 0.668 -0.687 3.147 0.060 0.022 -0.095 -0.05
H 3.402 -1.686 5.124 0.249 0.261 0.047 0.06
H 6.072 -0.221 1.770 -0.005 0.003 0.004 0.13
H 4.148 0.348 0.184 0.017 -0.009 -0.070 0.13
C 1.942 1.217 -2.202 -0.015 -0.005 0.052 -0.34
Sb 0.135 0.303 -1.436 -0.115 0.024 -0.235 1.30
C 0.161 2.555 0.560 -0.102 -0.260 -0.124 -0.32
C -0.450 3.103 -0.527 0.071 0.113 0.005 -0.46
C -0.753 4.518 -0.738 0.081 0.104 0.033 -0.07
C -1.434 4.946 -1.825 -0.003 0.009 -0.017 -0.13
C -1.862 4.030 -2.838 0.084 -0.002 -0.008 -0.14
C -1.494 2.725 -2.658 0.072 0.074 -0.098 -0.23
N -0.831 2.275 -1.589 0.045 -0.043 -0.041 -0.22
Si 1.064 3.485 1.863 0.051 -0.014 0.118 0.43
C 1.233 2.504 3.467 -0.039 0.023 -0.034 -0.18
C 2.807 3.929 1.279 -0.033 -0.006 -0.012 -0.19
C 0.287 5.130 2.437 -0.014 0.006 -0.037 -0.20
C 3.127 -2.081 -2.907 -0.019 0.068 0.032 -0.34
C 2.730 -2.386 -1.566 -0.053 -0.043 0.057 -0.40
C 3.563 -3.113 -0.661 0.018 0.026 -0.044 -0.07
C 3.089 -3.558 0.545 -0.001 0.022 0.055 -0.10
C 1.768 -3.284 0.918 0.053 0.010 0.036 -0.11
C 1.043 -2.489 0.063 -0.071 0.114 -0.023 -0.22
N 1.494 -2.017 -1.107 0.101 -0.036 -0.103 -0.04
Si 4.868 -1.760 -3.306 -0.046 -0.032 -0.006 0.41
C 5.783 -0.803 -1.944 -0.017 -0.019 -0.028 -0.19
C 5.045 -0.640 -4.825 0.017 -0.004 -0.038 -0.19
C 5.968 -3.265 -3.692 0.008 0.000 0.011 -0.19
Si 1.913 -2.233 -4.263 0.101 0.011 0.024 0.42
C 0.336 -3.160 -3.794 0.045 0.006 -0.009 -0.20
C 1.364 -0.651 -5.155 -0.006 -0.022 -0.004 -0.19
C 2.665 -3.291 -5.660 0.029 0.005 -0.013 -0.20
H 1.755 1.658 -3.182 -0.006 -0.005 0.009 -0.01
H 2.696 0.434 -2.307 0.008 -0.007 0.010 -0.03
H 2.252 1.989 -1.500 0.017 0.007 -0.016 -0.02
H -0.431 5.227 0.011 -0.032 -0.044 -0.065 0.07
H -1.650 6.004 -1.933 0.004 -0.003 0.005 0.09
H -2.395 4.348 -3.721 -0.006 -0.006 -0.004 0.07
H -1.720 1.965 -3.405 -0.004 -0.003 0.005 0.10
H 2.182 1.968 3.512 0.014 -0.028 -0.006 0.02
H 0.440 1.765 3.594 -0.013 -0.009 0.012 0.01
H 1.195 3.185 4.324 0.034 0.008 -0.008 0.02
H 3.347 3.018 1.010 -0.004 -0.016 0.008 0.00
H 3.382 4.449 2.052 -0.004 0.005 0.009 0.02
H 2.765 4.565 0.390 0.005 0.005 0.001 0.02
H -0.763 4.993 2.710 -0.012 0.000 -0.010 0.02
H 0.344 5.938 1.705 0.022 -0.013 0.017 0.00
H 0.824 5.461 3.332 -0.006 -0.011 0.007 0.02
H 4.563 -3.384 -0.977 0.004 0.003 -0.014 0.08
H 3.734 -4.131 1.202 0.003 0.001 -0.006 0.10
H 1.354 -3.602 1.864 -0.008 0.009 0.008 0.10
H 0.036 -2.169 0.339 0.038 -0.012 0.003 0.08
H 5.359 0.202 -1.852 -0.008 0.005 -0.003 0.02
H 6.844 -0.695 -2.187 -0.004 0.011 -0.021 0.02
H 5.713 -1.300 -0.976 -0.022 -0.012 0.064 0.00
H 4.493 0.292 -4.676 0.002 0.007 0.011 0.02
H 4.678 -1.102 -5.745 0.021 0.045 0.044 0.00
H 6.100 -0.391 -4.974 0.000 0.004 -0.013 0.02
H 6.147 -3.868 -2.798 -0.013 -0.003 0.005 0.01
H 6.940 -2.965 -4.096 0.008 0.002 0.012 0.01
H 5.474 -3.907 -4.426 0.005 0.010 -0.011 0.01
H -0.381 -2.516 -3.286 -0.024 0.051 0.043 0.00
H 0.563 -3.990 -3.122 0.008 -0.034 0.000 0.02
H -0.133 -3.564 -4.699 0.004 0.025 0.025 0.02
H 0.844 0.022 -4.473 -0.029 0.005 -0.006 -0.03
H 0.682 -0.892 -5.977 0.000 -0.011 -0.013 0.02
H 2.220 -0.113 -5.571 -0.010 -0.005 0.011 0.01
H 2.878 -4.295 -5.282 -0.004 -0.016 -0.007 0.02
H 3.602 -2.881 -6.048 -0.060 -0.045 0.018 0.00
H 1.968 -3.382 -6.500 -0.010 0.002 -0.005 0.01
O -2.223 1.153 2.269 -0.123 -0.398 0.208 0.09
C -2.793 0.358 1.367 0.291 -0.007 -0.061 -0.53
O -2.333 -0.700 1.022 -0.246 0.005 0.209 0.06
C -4.071 0.922 0.753 0.027 0.071 -0.120 -0.22
N -4.278 2.325 1.167 -0.031 -0.006 0.065 -0.03
C -4.022 3.153 -0.027 0.097 0.027 -0.043 -0.18
C -4.484 2.294 -1.201 -0.035 -0.025 -0.023 -0.17
C -3.969 0.914 -0.792 0.022 0.014 0.001 -0.12
H -4.897 0.301 1.107 0.022 -0.017 -0.001 0.15
H -2.789 1.949 2.304 0.001 0.175 -0.087 0.09
H -5.229 2.455 1.479 -0.054 -0.004 -0.033 0.11
H -2.947 3.348 -0.104 -0.188 -0.040 0.029 0.10
H -4.534 4.112 0.062 0.009 0.004 0.001 0.11
H -4.077 2.630 -2.155 -0.052 -0.015 0.103 0.08
H -5.578 2.302 -1.260 -0.036 -0.010 0.009 0.10
H -2.921 0.808 -1.082 -0.091 -0.023 0.003 0.07
H -4.515 0.084 -1.235 -0.034 -0.003 0.000 0.11
```
Positions in Å, forces in eV/Å.

5.
The following is a DFT calculation (the ωB97M-V functional and the def2-TZVPD basis) of C11H12MnN3O5P as an isolated structure.

Output
- M (g/mol) = 352.14
- <S²> = 8.832
- orbital gap (alpha / beta) (eV) = 7.1 / 5.4
- multiplicity = 6
- largest force on an atom (eV Å⁻¹) = 9.621
- DFT total energy (eV) = -66895.265
- net charge = +2
- LUMO energy (alpha / beta) (eV) = -6.88 / -10.83

Structure (XYZ):
```
33
Properties=species:S:1:pos:R:3:forces:R:3:lowdin_charge:R:1
O -1.344 2.389 -3.169 1.162 -0.577 2.741 0.20
C -0.907 2.092 -2.152 -1.612 0.341 -3.830 0.00
Mn -0.015 2.568 -0.048 -0.039 -0.957 0.255 -0.08
O -0.317 5.447 -0.830 0.522 -3.774 1.370 0.24
C -0.196 4.343 -0.493 -1.122 8.085 -2.706 -0.11
C 0.698 2.910 1.596 3.122 1.727 6.828 -0.12
O 1.154 3.163 2.635 -1.557 -0.950 -3.541 0.21
C 1.596 2.566 -0.998 8.045 -0.303 -5.268 -0.10
O 2.524 2.532 -1.695 -3.483 0.211 2.593 0.24
C -1.814 2.575 0.464 -9.174 -0.214 2.019 -0.11
O -2.961 2.553 0.641 4.154 0.130 -0.731 0.23
C -0.859 -2.488 1.189 -1.029 -1.173 0.695 -0.11
N -1.326 -1.995 -0.129 1.537 0.778 0.556 -0.06
C -0.365 -2.393 -1.189 0.227 -0.350 0.212 -0.10
N 1.028 -1.986 -0.885 -0.522 0.266 0.785 -0.11
C 1.423 -2.478 0.457 0.674 -0.732 -0.313 -0.11
N 0.504 -2.022 1.522 -0.854 1.591 -2.389 0.00
C 0.561 -0.567 1.721 0.081 -1.025 0.825 -0.21
P 0.062 0.358 0.177 0.119 -2.590 -0.216 0.99
C -1.552 -0.556 -0.103 -0.025 -0.549 0.200 -0.25
C 1.216 -0.546 -0.992 -0.217 -0.262 0.159 -0.26
H -0.846 -3.586 1.146 -0.004 0.391 0.143 0.16
H -1.552 -2.140 1.966 0.154 -0.209 -0.216 0.15
H -0.672 -1.937 -2.142 0.079 -0.234 0.295 0.15
H -0.387 -3.490 -1.267 -0.038 0.382 -0.045 0.15
H 2.435 -2.119 0.684 -0.244 -0.218 -0.064 0.15
H 1.398 -3.577 0.428 0.090 0.365 0.136 0.16
H -0.116 -0.288 2.540 0.127 -0.039 -0.167 0.12
H 1.586 -0.279 1.995 -0.180 -0.013 -0.118 0.13
H -1.999 -0.230 -1.050 0.098 -0.023 0.155 0.11
H -2.233 -0.306 0.726 0.099 -0.058 -0.321 0.11
H 2.251 -0.288 -0.719 -0.277 -0.022 -0.207 0.12
H 1.024 -0.226 -2.024 0.089 0.005 0.168 0.11
```
Positions in Å, forces in eV/Å.

6.
The following is a DFT calculation (the ωB97M-V functional and the def2-TZVPD basis) of C26H15Br4NO3SrTe as an isolated structure.

Output
- M (g/mol) = 924.25
- orbital gap (alpha / beta) (eV) = 7.0 / 6.6
- largest force on an atom (eV Å⁻¹) = 0.970
- DFT total energy (eV) = -323132.135
- energy relative to the best compared isomer or geometry (same formula, charge and spin) (kcal/mol) = 0.0
- net charge = 0
- LUMO energy (alpha / beta) (eV) = -0.62 / -1.07

Structure (XYZ):
```
51
Properties=species:S:1:pos:R:3:forces:R:3:lowdin_charge:R:1
Sr -2.005 1.208 -1.264 -0.360 0.732 0.526 1.33
Br -0.068 -5.369 2.355 0.002 0.000 -0.001 0.73
C -0.132 -3.735 1.423 -0.002 0.005 0.010 -0.75
C -0.589 -2.581 2.049 0.008 -0.004 -0.012 -0.75
Br -1.188 -2.616 3.833 0.003 0.005 -0.003 0.74
C -0.607 -1.379 1.340 0.024 -0.010 0.003 -0.62
Br -1.347 0.214 2.039 -0.030 0.000 -0.028 0.81
C -0.140 -1.299 0.033 0.075 -0.001 0.010 -0.47
O -0.121 -0.165 -0.651 -0.132 -0.213 -0.197 -0.49
C 0.252 -2.487 -0.618 0.029 -0.031 0.038 -0.41
O 0.529 -2.469 -1.942 -0.014 0.029 -0.043 -0.38
C 0.263 -3.684 0.081 0.003 0.003 -0.006 -0.64
Br 0.786 -5.223 -0.868 0.001 0.005 -0.001 0.80
Te 0.435 -0.695 -2.935 0.209 -0.182 -0.070 1.94
C 0.590 -1.657 -4.819 -0.037 0.017 -0.014 -0.41
C 1.493 -1.120 -5.730 -0.003 0.005 0.005 -0.13
C 1.651 -1.715 -6.975 0.001 -0.001 -0.004 -0.08
C 0.925 -2.853 -7.292 0.005 0.002 0.000 -0.07
C 0.036 -3.398 -6.373 -0.003 -0.003 0.002 -0.07
C -0.140 -2.797 -5.137 0.002 0.002 -0.005 -0.11
C -1.707 -0.918 -3.052 0.061 -0.117 -0.050 -0.46
C -2.431 -1.681 -2.137 0.025 -0.022 0.023 -0.12
C -3.817 -1.560 -2.067 -0.004 0.015 -0.018 -0.06
C -4.489 -0.693 -2.920 0.017 0.005 -0.001 -0.06
C -3.780 0.005 -3.891 0.004 -0.050 0.013 -0.07
C -2.396 -0.115 -3.962 0.028 -0.028 -0.070 -0.18
H 2.071 -0.237 -5.479 0.002 0.000 0.001 0.10
H 2.344 -1.294 -7.691 0.001 0.000 0.000 0.11
H 1.054 -3.322 -8.259 0.001 -0.001 0.000 0.11
H -0.521 -4.292 -6.622 0.001 0.000 0.001 0.11
H -0.831 -3.222 -4.419 -0.001 -0.004 -0.001 0.11
H -1.930 -2.356 -1.458 -0.007 0.016 0.001 0.11
H -4.366 -2.139 -1.336 0.005 0.000 0.005 0.12
H -5.562 -0.574 -2.841 -0.001 -0.005 -0.002 0.12
H -4.299 0.653 -4.584 0.003 0.003 -0.001 0.12
H -1.851 0.446 -4.710 -0.002 -0.002 0.002 0.10
C -3.395 2.988 -0.132 0.050 -0.048 -0.043 -0.23
C -3.930 3.916 0.458 -0.072 -0.034 -0.016 -0.24
C -4.596 4.989 1.141 0.004 0.003 0.002 -0.28
C -3.869 6.031 1.724 0.002 0.002 0.001 -0.05
C -4.518 7.064 2.380 -0.001 0.002 0.002 -0.09
C -5.903 7.078 2.469 0.005 0.002 0.001 -0.10
C -6.636 6.049 1.894 -0.001 -0.003 -0.001 -0.10
C -5.990 5.014 1.237 0.004 -0.003 -0.002 -0.05
H -2.789 6.019 1.654 0.002 -0.002 -0.002 0.11
H -3.939 7.863 2.826 0.000 0.001 0.001 0.10
H -6.409 7.886 2.982 0.002 0.001 0.000 0.10
H -7.717 6.051 1.959 0.002 0.000 -0.001 0.10
H -6.558 4.209 0.789 -0.001 0.002 0.001 0.11
O 0.487 2.329 -3.815 -0.009 0.065 -0.006 -0.13
N -0.322 1.635 -3.271 0.099 -0.160 -0.052 -0.34
```
Positions in Å, forces in eV/Å.

- Among the records above, which one has the lowest M?
  CH5FN2